This record from OMol25 describes a molecular structure, C25H31FeN4O7S5. The level of theory is ωB97M-V/def2-TZVPD.

* HOMO (alpha / beta): -3.98 / -4.85 eV
* total charge: -1
* electronic energy: -135282.804 eV
* gap between HOMO and LUMO (alpha / beta): 6.30 / 7.19 eV
* spin multiplicity: 5

CARTESIAN COORDINATES (ANGSTROEM)
1 Fe -0.32 -0.18 0.16
2 O -0.45 -0.98 4.05
3 S 0.14 -0.64 2.78
4 O 0.01 -1.69 1.77
5 O -0.36 0.63 2.23
6 C 1.89 -0.46 3.11
7 C 2.21 0.05 4.36
8 C 3.53 0.12 4.78
9 C 4.54 -0.33 3.94
10 C 4.22 -0.83 2.69
11 C 2.90 -0.90 2.26
12 S 2.71 -1.57 0.58
13 O 4.02 -1.36 -0.02
14 O 2.37 -2.97 0.72
15 O 1.70 -0.75 -0.10
16 H 1.40 0.36 5.00
17 H 3.76 0.52 5.76
18 H 5.57 -0.31 4.27
19 H 4.99 -1.18 2.01
20 S 0.66 3.94 1.50
21 C 2.16 3.18 1.21
22 C 2.04 2.08 0.42
23 C 0.70 1.79 0.01
24 C -0.15 2.73 0.53
25 C -1.59 2.70 0.38
26 C -2.40 3.82 0.62
27 C -3.75 3.74 0.38
28 C -4.29 2.54 -0.06
29 C -3.43 1.47 -0.23
30 N -2.12 1.53 -0.02
31 H 3.06 3.60 1.63
32 H 2.89 1.46 0.15
33 H -1.94 4.74 0.96
34 H -4.39 4.60 0.54
35 H -5.34 2.43 -0.27
36 H -3.81 0.51 -0.54
37 C -3.63 -4.82 1.53
38 N -3.62 -3.41 1.16
39 C -3.19 -2.54 2.25
40 C -3.20 -3.13 -0.14
41 S -2.41 -1.62 -0.59
42 N -3.84 -3.90 -1.14
43 C -5.14 -3.36 -1.54
44 C -2.99 -4.15 -2.30
45 H -2.64 -5.16 1.85
46 H -3.96 -5.40 0.68
47 H -4.33 -4.96 2.36
48 H -3.73 -2.83 3.15
49 H -3.42 -1.51 2.02
50 H -2.12 -2.62 2.44
51 H -5.69 -3.07 -0.65
52 H -5.70 -4.13 -2.08
53 H -5.03 -2.48 -2.19
54 H -2.00 -4.46 -1.96
55 H -2.86 -3.26 -2.93
56 H -3.44 -4.94 -2.90
57 N -0.12 -3.03 -0.82
58 C -0.70 -1.99 -0.53
59 H 0.86 -3.13 -0.52
60 O -0.59 0.09 -2.04
61 S 0.04 1.35 -2.57
62 C -0.35 1.10 -4.40
63 C 0.96 1.19 -5.16
64 C 1.96 0.44 -4.30
65 C 1.81 1.01 -2.90
66 H -1.10 1.82 -4.70
67 H -0.77 0.09 -4.45
68 H 1.27 2.24 -5.27
69 H 0.88 0.76 -6.17
70 H 2.99 0.56 -4.66
71 H 1.72 -0.63 -4.30
72 H 2.31 1.97 -2.80
73 H 2.14 0.33 -2.11



This record from OMol25 describes 2 unconnected molecules or ions with the total composition C25H31N3O5. The level of theory is ωB97M-V/def2-TZVPD.

* HOMO: -8.13 eV
* total charge: 0
* electronic energy: -41136.114 eV
* SMILES: CNC(=O)[C@H](Cc1ccccc1)NC(C)=O.COc1ccc2c(C)cc(=O)n(C)c2c1OC
* gap between HOMO and LUMO: 8.46 eV
* ΔE to the lowest compared entry with this formula, charge and spin: 30.18 kcal per mole
* spin multiplicity: 1

CARTESIAN COORDINATES (ANGSTROEM)
1 C -2.39 1.10 5.40
2 N -1.13 0.37 5.30
3 C -0.81 -0.69 4.54
4 O 0.35 -1.07 4.55
5 C -1.84 -1.43 3.65
6 C -1.94 -0.81 2.25
7 C -0.65 -0.84 1.45
8 C -0.34 -1.96 0.66
9 C 0.85 -1.99 -0.10
10 C 1.72 -0.89 -0.07
11 C 1.42 0.23 0.73
12 C 0.23 0.26 1.48
13 N -3.20 -1.54 4.20
14 C -3.51 -2.19 5.32
15 C -4.98 -2.27 5.68
16 O -2.68 -2.71 6.05
17 H -2.82 1.25 4.41
18 H -3.09 0.55 6.03
19 H -2.21 2.08 5.85
20 H -0.36 0.70 5.87
21 H -1.46 -2.44 3.54
22 H -2.28 0.22 2.34
23 H -2.70 -1.35 1.68
24 H -1.00 -2.81 0.64
25 H 1.09 -2.85 -0.70
26 H 2.63 -0.90 -0.65
27 H 2.09 1.07 0.75
28 H 0.01 1.12 2.09
29 H -3.96 -1.14 3.67
30 H -5.50 -2.85 4.92
31 H -5.08 -2.77 6.64
32 H -5.39 -1.27 5.74
33 C 2.90 4.91 -2.56
34 O 3.14 3.63 -3.14
35 C 2.18 2.63 -3.03
36 C 0.99 2.79 -2.31
37 C 0.07 1.76 -2.24
38 C 0.28 0.54 -2.89
39 C -0.73 -0.53 -2.77
40 C -2.02 -0.35 -2.01
41 C -0.47 -1.74 -3.35
42 C 0.74 -1.95 -4.11
43 O 0.89 -3.07 -4.58
44 N 1.65 -0.92 -4.32
45 C 2.70 -1.14 -5.33
46 C 1.47 0.34 -3.65
47 C 2.43 1.40 -3.68
48 O 3.63 1.28 -4.36
49 C 4.75 1.01 -3.51
50 H 2.80 4.84 -1.47
51 H 1.99 5.36 -2.98
52 H 3.74 5.58 -2.78
53 H 0.77 3.71 -1.79
54 H -0.83 1.94 -1.66
55 H -1.82 -0.07 -0.97
56 H -2.62 0.44 -2.48
57 H -2.61 -1.27 -2.00
58 H -1.16 -2.57 -3.28
59 H 2.75 -0.29 -6.02
60 H 2.52 -2.02 -5.95
61 H 3.67 -1.27 -4.84
62 H 5.05 1.91 -2.95
63 H 5.60 0.69 -4.11
64 H 4.52 0.22 -2.79



This record from OMol25 describes a single C25H31N5O4 molecule. The level of theory is ωB97M-V/def2-TZVPD.

* HOMO: -8.27 eV
* total charge: 0
* electronic energy: -42067.185 eV
* SMILES: NC(=O)C[C@@H](NC(=O)c1ccccc1)c1ccc(N2CCC(N3CCCC3)CC2)c([N+](=O)[O-])c1
* gap between HOMO and LUMO: 7.94 eV
* ΔE to the lowest compared entry with this formula, charge and spin: 110.71 kcal per mole
* spin multiplicity: 1

CARTESIAN COORDINATES (ANGSTROEM)
1 N 3.83 -4.03 0.16
2 C 3.48 -3.69 1.42
3 O 3.68 -4.41 2.37
4 C 2.91 -2.29 1.62
5 C 2.18 -1.65 0.44
6 N 1.06 -2.46 -0.02
7 C 1.04 -3.10 -1.21
8 O 2.05 -3.22 -1.89
9 C -0.27 -3.66 -1.61
10 C -0.30 -4.83 -2.37
11 C -1.50 -5.36 -2.78
12 C -2.69 -4.73 -2.45
13 C -2.67 -3.56 -1.72
14 C -1.47 -3.03 -1.29
15 C 1.65 -0.28 0.80
16 C 0.69 -0.12 1.80
17 C 0.11 1.10 2.06
18 C 0.46 2.26 1.33
19 N -0.24 3.41 1.43
20 C -0.38 4.32 0.32
21 C -1.81 4.86 0.20
22 C -2.93 3.89 0.62
23 N -3.25 2.94 -0.42
24 C -2.25 1.99 -0.87
25 C -3.06 0.91 -1.58
26 C -4.29 0.79 -0.68
27 C -4.53 2.25 -0.26
28 C -2.61 3.26 2.01
29 C -1.21 3.64 2.48
30 C 1.55 2.11 0.43
31 N 2.25 3.22 -0.12
32 O 2.85 3.06 -1.17
33 O 2.27 4.26 0.52
34 C 2.08 0.85 0.14
35 H 4.19 -4.97 0.04
36 H 3.46 -3.58 -0.66
37 H 3.75 -1.64 1.89
38 H 2.25 -2.34 2.49
39 H 2.86 -1.56 -0.42
40 H 0.23 -2.46 0.56
41 H 0.64 -5.29 -2.63
42 H -1.52 -6.27 -3.37
43 H -3.63 -5.15 -2.78
44 H -3.60 -3.06 -1.47
45 H -1.47 -2.10 -0.73
46 H 0.36 -0.98 2.38
47 H -0.65 1.15 2.82
48 H -0.10 3.80 -0.60
49 H 0.31 5.17 0.44
50 H -1.91 5.76 0.81
51 H -1.99 5.15 -0.84
52 H -3.84 4.49 0.72
53 H -1.68 1.53 -0.04
54 H -1.54 2.47 -1.54
55 H -3.36 1.27 -2.56
56 H -2.52 -0.02 -1.69
57 H -4.05 0.18 0.20
58 H -5.15 0.36 -1.18
59 H -4.90 2.31 0.77
60 H -5.26 2.72 -0.91
61 H -2.68 2.17 1.93
62 H -3.34 3.58 2.75
63 H -0.92 3.09 3.38
64 H -1.17 4.70 2.72
65 H 2.87 0.80 -0.59



This record from OMol25 describes a molecular structure, C25H31N5PtS2. The level of theory is ωB97M-V/def2-TZVPD.

* HOMO: -6.43 eV
* total charge: 0
* electronic energy: -58795.720 eV
* gap between HOMO and LUMO: 6.69 eV
* ΔE to the lowest compared entry with this formula, charge and spin: 0.00 kcal per mole
* spin multiplicity: 1

CARTESIAN COORDINATES (ANGSTROEM)
1 Pt -0.77 -0.39 0.00
2 C 2.21 -0.14 1.75
3 C 1.26 -0.20 2.94
4 C 0.06 -1.15 2.93
5 N -0.99 -0.78 2.00
6 C -2.24 -0.71 2.43
7 C -2.69 -1.38 3.59
8 C -3.88 -1.30 4.29
9 C -4.97 -0.47 4.12
10 C -5.12 0.46 3.10
11 C -4.33 0.71 1.99
12 C -3.13 0.09 1.55
13 N -2.63 0.31 0.36
14 C -3.41 1.00 -0.66
15 C -3.02 0.59 -2.07
16 C -1.62 1.02 -2.47
17 N -0.60 0.12 -1.94
18 C 0.34 -0.46 -2.66
19 C 0.36 -0.46 -4.08
20 C 1.33 -0.85 -4.97
21 C 2.61 -1.35 -4.76
22 C 3.16 -1.65 -3.53
23 C 2.61 -1.58 -2.26
24 C 1.33 -1.18 -1.81
25 N 0.94 -1.33 -0.56
26 C 1.67 -2.22 0.34
27 C 2.69 -1.49 1.22
28 H 1.75 0.41 0.93
29 H 3.08 0.44 2.06
30 H 1.84 -0.46 3.83
31 H 0.87 0.81 3.11
32 H 0.38 -2.19 2.80
33 H -0.35 -1.09 3.94
34 H -2.00 -2.12 3.97
35 H -3.94 -1.98 5.13
36 H -5.77 -0.53 4.85
37 H -6.00 1.09 3.16
38 H -4.68 1.51 1.36
39 H -4.47 0.78 -0.52
40 H -3.28 2.08 -0.55
41 H -3.14 -0.48 -2.20
42 H -3.73 1.09 -2.75
43 H -1.54 1.12 -3.55
44 H -1.43 2.01 -2.04
45 H -0.56 -0.11 -4.53
46 H 1.05 -0.73 -6.02
47 H 3.22 -1.53 -5.64
48 H 4.18 -2.01 -3.55
49 H 3.29 -1.88 -1.47
50 H 0.92 -2.71 0.95
51 H 2.16 -3.00 -0.24
52 H 2.96 -2.16 2.05
53 H 3.61 -1.34 0.64
54 S -0.10 2.87 0.71
55 C 1.42 2.85 0.10
56 N 1.80 2.22 -1.01
57 C 3.22 2.10 -1.32
58 C 4.00 2.95 -0.30
59 S 2.80 3.58 0.91
60 H 1.12 1.62 -1.46
61 H 3.40 2.44 -2.34
62 H 3.52 1.05 -1.27
63 H 4.50 3.78 -0.78
64 H 4.74 2.35 0.22



| no. | strongest force on any atom (hartree/bohr) |
| --- | --- |
| 1 | 0.0353 |
| 2 | 0.0532 |
| 3 | 0.0259 |
| 4 | 0.0062 |